(1)
C4H6N4 | ωB97M-V/def2-TZVPD

```
14
C4H6N4 ωB97M-V/def2-TZVPD
C 0.036 1.864 -0.563
C 1.153 1.028 -0.813
N 1.330 -0.462 -1.025
N 0.766 -1.516 -0.193
C -0.298 -1.559 0.653
C -1.358 -0.599 1.016
N -0.615 0.639 1.272
N -0.884 1.166 0.160
H 0.103 2.870 -0.898
H 1.918 1.522 -1.323
H 2.081 -0.804 -1.773
H -0.272 -2.545 0.863
H -1.714 -1.087 1.994
H -2.249 -0.517 0.631
```

Output
Highest occupied orbital energy = -8.0064 eV
Energy above the lowest of the compared OMol25 structures with the same formula, charge and spin = 176.9 kcal/mol
SMILES = C1=C\N/N=C\C/N=N/1
DFT total energy = -10198.2696 eV
Kohn-Sham gap = 8.3 eV

Here are the natural (NBO) charges for atoms 1 to 5, given in e: C -0.1143; C -0.0474; N -0.4733; N -0.2231; C 0.0159

=====

(2)
C17H40B3FO10 | ωB97M-V/def2-TZVPD

```
71
C17H40B3FO10 ωB97M-V/def2-TZVPD
C -0.986 0.086 -3.082
C -1.148 1.590 -3.281
O -1.896 2.178 -2.206
B -3.207 1.928 -2.061
O -3.829 2.068 -0.824
B -4.608 0.991 -0.479
O -4.851 0.031 -1.447
B -4.873 0.461 -2.764
C -5.901 -0.157 -3.795
F -5.585 -1.526 -3.919
C -7.345 -0.038 -3.342
C -8.321 -0.678 -4.322
O -4.002 1.466 -3.116
H 0.032 -0.231 -3.313
H -1.664 -0.489 -3.713
H -1.189 -0.172 -2.041
H -1.645 1.815 -4.228
H -0.187 2.101 -3.284
H -5.100 0.909 0.596
H -5.785 0.275 -4.793
H -7.574 1.027 -3.218
H -7.431 -0.504 -2.357
H -9.353 -0.552 -3.989
H -8.228 -0.234 -5.316
H -8.126 -1.747 -4.410
C -1.242 -2.330 5.333
O -1.186 -1.028 4.804
C -0.746 -0.071 5.748
C -0.224 1.171 5.060
O 1.064 1.015 4.486
C 1.134 0.348 3.235
C 0.726 1.191 2.048
O -0.680 1.320 1.973
C -1.079 2.424 1.190
H -1.984 -2.411 6.137
H -1.527 -2.999 4.523
H -0.268 -2.641 5.730
H 0.045 -0.496 6.379
H -1.582 0.220 6.401
H -0.101 1.935 5.830
H -0.948 1.529 4.325
H 0.571 -0.588 3.251
H 2.193 0.113 3.100
H 1.109 0.705 1.139
H 1.194 2.181 2.127
H -0.662 3.360 1.582
H -2.164 2.474 1.224
H -0.770 2.310 0.146
C 5.182 -3.355 -2.696
O 5.374 -2.118 -2.053
C 4.409 -1.154 -2.421
C 4.324 -0.052 -1.388
O 3.634 -0.423 -0.205
C 4.350 -1.197 0.747
C 5.325 -0.399 1.584
O 6.496 -0.100 0.851
C 7.204 0.997 1.379
H 5.312 -3.273 -3.782
H 5.928 -4.044 -2.304
H 4.182 -3.757 -2.497
H 3.423 -1.625 -2.531
H 4.680 -0.703 -3.388
H 3.726 0.752 -1.825
H 5.320 0.337 -1.167
H 4.851 -2.046 0.280
H 3.582 -1.578 1.425
H 5.583 -0.991 2.474
H 4.840 0.527 1.921
H 6.574 1.893 1.422
H 8.050 1.186 0.721
H 7.580 0.790 2.388
```

Output
Highest occupied orbital energy = -9.0799 eV
SMILES = CCOB1OBOB([C@@H](F)CC)O1.COCCOCCOC.COCCOCCOC
DFT total energy = -43504.5449 eV
Kohn-Sham gap = 9.7 eV

Here are the Mulliken charges for atoms 1 to 5, given in e: C -0.9213; C -0.2792; O -0.2945; B 0.6983; O -0.5477

=====

(3)
C18H15N3OPtS5 | ωB97M-V/def2-TZVPD

```
43
C18H15N3OPtS5 ωB97M-V/def2-TZVPD
Pt 0.621 -0.503 -0.731
C 3.515 0.448 2.190
C 2.693 -0.158 1.102
N 1.583 0.398 0.688
N 1.030 1.494 1.208
C -0.083 1.813 0.554
O -0.551 1.122 -0.436
C -0.827 3.006 0.962
C -1.926 3.424 0.212
C -2.641 4.545 0.595
C -2.269 5.252 1.731
C -1.168 4.845 2.473
C -0.447 3.728 2.096
C 3.032 -1.357 0.386
C 4.180 -2.115 0.631
C 4.492 -3.179 -0.183
C 3.651 -3.493 -1.249
C 2.508 -2.745 -1.424
N 2.182 -1.725 -0.630
H 3.036 1.369 2.511
H 4.524 0.671 1.840
H 3.588 -0.230 3.042
H -2.204 2.864 -0.670
H -3.492 4.862 0.008
H -2.841 6.116 2.045
H -0.870 5.400 3.354
H 0.407 3.391 2.666
H 4.818 -1.836 1.457
H 5.380 -3.770 -0.008
H 3.875 -4.306 -1.921
H 1.811 -2.966 -2.221
C -2.779 -4.555 -1.987
S -3.049 -3.524 -0.515
C -3.230 -1.944 -1.266
C -2.272 -1.236 -1.902
S -0.646 -1.793 -2.215
S -2.797 0.304 -2.556
C -4.401 0.300 -1.910
S -5.452 1.548 -2.085
S -4.787 -1.171 -1.076
H -2.747 -5.586 -1.639
H -1.836 -4.286 -2.453
H -3.611 -4.423 -2.675
```

Output
Highest occupied orbital energy = -7.3936 eV
Energy above the lowest of the compared OMol25 structures with the same formula, charge and spin = 3.2 kcal/mol
DFT total energy = -82850.8109 eV
Kohn-Sham gap = 6.0 eV

Here are the natural (NBO) charges for atoms 1 to 5, given in e: Pt 0.7770; C -0.6736; C 0.1774; N -0.1968; N -0.4344

=====

(4)
C6H17N2OP | ωB97M-V/def2-TZVPD

```
27
C6H17N2OP ωB97M-V/def2-TZVPD
N 2.306 -0.027 1.245
P 1.043 0.655 1.857
C -0.296 1.002 0.613
C -0.982 -0.284 0.201
C -1.975 -0.754 1.298
C -2.259 0.578 2.016
N -1.431 1.673 1.413
H 2.478 -0.942 1.646
H 0.409 -0.139 2.840
H 1.413 1.897 2.437
H 0.024 1.533 -0.277
H -1.665 0.088 -0.566
H -0.344 -1.017 -0.301
H -1.605 -1.491 1.997
H -2.813 -1.106 0.715
H -1.770 0.431 2.981
H -3.272 0.834 2.301
H -1.994 2.149 0.706
H -1.046 2.304 2.112
C 2.145 -1.419 -3.542
C 1.274 -0.419 -2.754
O 0.040 -0.920 -2.513
H 1.693 -1.652 -4.508
H 3.146 -1.002 -3.734
H 2.276 -2.348 -2.983
H 1.313 0.530 -3.351
H 1.888 -0.153 -1.850
```

Output
Highest occupied orbital energy = -5.1913 eV
Energy above the lowest of the compared OMol25 structures with the same formula, charge and spin = 167.7 kcal/mol
DFT total energy = -20808.1259 eV
Kohn-Sham gap = 4.2 eV

Here are the natural (NBO) charges for atoms 1 to 5, given in e: N -1.2476; P 1.2853; C -0.3681; C -0.4469; C -0.4241

=====

(5)
C14H40ClN5O7P | ωB97M-V/def2-TZVPD

```
68
C14H40ClN5O7P ωB97M-V/def2-TZVPD
Cl 1.311 0.509 3.723
O 0.432 -0.389 3.024
O 1.471 1.858 3.188
O 0.929 0.724 5.076
O 2.632 -0.145 3.730
O 3.405 -3.382 -1.939
P 1.979 -3.136 -2.197
N 1.643 -1.694 -2.999
C 0.280 -1.227 -3.199
C 2.658 -0.890 -3.554
N 0.993 -3.035 -0.751
C -0.418 -3.196 -0.767
C 1.430 -3.381 0.579
N 1.276 -4.285 -3.281
C 1.119 -5.636 -2.696
C 1.563 -4.256 -4.690
H -0.073 -0.795 -2.263
H -0.389 -1.957 -3.657
H 0.316 -0.400 -3.909
H 2.993 -1.499 -4.393
H 3.384 -0.718 -2.760
H 2.250 0.037 -3.958
H -0.825 -3.057 0.234
H -0.987 -2.609 -1.488
H -0.729 -4.206 -1.034
H 0.912 -2.748 1.298
H 1.208 -4.446 0.655
H 2.493 -3.285 0.802
H 2.137 -6.021 -2.659
H 0.838 -5.470 -1.655
H 0.318 -6.266 -3.083
H 0.958 -5.004 -5.202
H 2.562 -4.643 -4.892
H 1.478 -3.300 -5.206
C 3.090 5.968 -0.004
C 2.112 4.856 0.420
C 1.337 4.108 -0.737
O 0.521 2.997 -0.211
C 0.916 1.615 -0.508
N 2.814 3.935 1.208
H 3.639 6.479 0.787
H 2.676 6.811 -0.556
H 3.697 5.433 -0.734
H 1.302 5.142 1.091
H 2.071 3.818 -1.489
H 0.609 4.839 -1.091
H 1.955 1.496 -0.202
H 0.800 1.401 -1.571
H 0.248 0.917 -0.003
H 3.495 3.453 0.638
H 2.177 3.161 1.333
C -3.624 -0.118 4.143
C -3.549 0.798 2.954
C -4.682 1.789 2.981
O -5.952 1.203 2.735
C -6.824 2.268 2.344
N -2.234 1.441 2.965
H -4.494 -0.769 4.056
H -3.727 0.384 5.105
H -2.819 -0.849 4.220
H -3.486 0.260 2.008
H -4.295 2.411 2.174
H -4.627 2.330 3.926
H -7.631 1.893 1.715
H -6.450 3.083 1.724
H -7.213 2.764 3.234
H -1.920 1.814 2.081
H -1.477 0.812 3.190
```

Output
Total charge = -2
Highest occupied orbital energy (spin up / spin down) = 2.6127 / -3.7535 eV
DFT total energy = -58750.9889 eV
Kohn-Sham gap (spin up / spin down) = 1.4 / 7.7 eV
Multiplicity = 2

Here are the natural (NBO) charges for atoms 1 to 5, given in e: Cl 2.5292; O -0.8687; O -0.8708; O -0.8799; O -0.8956

=====

(6)
C23H20F3N3O3S | ωB97M-V/def2-TZVPD

```
53
C23H20F3N3O3S ωB97M-V/def2-TZVPD
C -1.479 -1.066 1.653
N -2.224 -2.245 1.273
C -3.671 -2.111 1.293
C -4.156 -1.221 0.179
C -3.837 -1.536 -1.137
C -4.277 -0.737 -2.175
C -5.042 0.389 -1.909
C -5.358 0.713 -0.601
C -4.912 -0.087 0.439
C -1.683 -3.446 0.974
O -2.365 -4.411 0.683
C -0.161 -3.538 0.973
C 0.332 -3.290 -0.448
S 2.158 -3.178 -0.520
C 2.398 -1.474 -0.328
N 1.348 -0.665 -0.282
C 1.563 0.644 -0.170
C 0.384 1.509 -0.156
C -0.764 1.102 -0.832
C -1.916 1.876 -0.860
C -1.883 3.068 -0.175
C -0.735 3.485 0.510
C 0.409 2.733 0.532
O -0.979 4.691 1.104
C -2.306 5.032 0.765
O -2.863 4.000 -0.025
C 2.870 1.146 -0.088
C 3.884 0.204 -0.134
C 5.336 0.627 -0.083
F 5.850 0.764 -1.316
F 5.484 1.821 0.519
F 6.110 -0.234 0.574
N 3.672 -1.092 -0.256
H -0.587 -0.938 1.044
H -1.195 -1.103 2.710
H -2.113 -0.194 1.495
H -4.078 -3.119 1.167
H -3.985 -1.719 2.265
H -3.254 -2.423 -1.338
H -4.030 -0.993 -3.195
H -5.391 1.011 -2.720
H -5.950 1.591 -0.389
H -5.166 0.167 1.458
H 0.107 -4.552 1.274
H 0.291 -2.834 1.669
H 0.054 -4.119 -1.097
H -0.049 -2.354 -0.852
H -0.749 0.163 -1.361
H -2.799 1.558 -1.387
H 1.274 3.062 1.083
H -2.903 5.155 1.683
H -2.313 5.976 0.197
H 3.079 2.198 -0.016
```

Output
Highest occupied orbital energy = -8.5357 eV
Energy above the lowest of the compared OMol25 structures with the same formula, charge and spin = 10.1 kcal/mol
SMILES = CN(Cc1ccccc1)C(=O)CCSc1nc(-c2ccc3c(c2)OCO3)cc(C(F)(F)F)n1
DFT total energy = -53777.1120 eV
Kohn-Sham gap = 8.3 eV

Here are the natural (NBO) charges for atoms 1 to 5, given in e: C -0.4333; N -0.4378; C -0.2682; C 0.0609; C -0.2432